A structure of composition C14H20Cl2N2O2PPtSe. Source: the Open Molecules 2025 dataset; level of theory: ωB97M-V with the def2-TZVPD basis set.

<S²>: 6.05
E_tot: -124812.5380 eV
Net charge: +3
2S+1: 5

The geometry in XYZ format:
```
43
Properties=species:S:1:pos:R:3:mulliken_charge:R:1
Pt -0.219 -0.316 -1.434 2.0116
Se -0.504 -1.352 0.901 0.0986
Cl 2.119 -0.890 -1.507 -0.3460
Cl 0.401 2.106 -0.920 -0.2443
P -0.114 0.441 -3.680 0.4851
O -3.112 0.468 -1.181 -0.3630
O -1.915 -2.660 -1.635 -0.2601
N -0.874 0.854 2.489 0.2412
N 0.690 -0.596 3.221 0.2749
C 1.058 0.452 5.439 -0.8842
C -0.916 2.274 4.509 -0.5653
C -0.368 2.409 5.800 -0.5226
C -1.735 1.018 -4.285 -1.2569
C -0.786 -2.258 -1.871 0.3657
C 1.557 -1.777 3.286 -0.7926
C 0.420 -0.763 -4.952 -1.2988
C -0.458 1.222 3.719 0.5262
C 0.493 0.344 4.165 1.3366
C -0.163 -0.264 2.216 -0.3129
C -2.003 0.168 -1.292 -0.1197
C 0.228 -3.226 -2.474 -1.1774
C 0.613 1.501 6.262 -0.7027
C 0.990 1.871 -3.895 -1.3644
H -0.258 -1.620 -4.951 0.3698
H -1.681 2.952 4.154 0.4585
H -1.663 1.335 -5.330 0.4508
H 0.453 2.757 -3.547 0.4291
H 1.429 -1.116 -4.727 0.3684
H -0.709 3.202 6.451 0.4744
H 0.941 -2.699 3.204 0.3864
H 0.905 -2.734 -3.173 0.2267
H -1.630 1.291 1.917 0.3181
H -2.471 0.213 -4.201 0.4002
H 0.417 -0.297 -5.942 0.4905
H 2.118 -1.824 4.239 0.2991
H -2.047 1.856 -3.656 0.3708
H 1.879 1.739 -3.276 0.3938
H 1.794 -0.250 5.805 0.3865
H -0.310 -4.054 -2.943 0.4376
H 1.267 1.976 -4.949 0.4599
H 1.018 1.606 7.261 0.4605
H 2.285 -1.752 2.449 0.3685
H 0.860 -3.609 -1.666 0.3215
```

=====

A structure of composition C20H36AgN4NbO. Source: the Open Molecules 2025 dataset; level of theory: ωB97M-V with the def2-TZVPD basis set.

E_tot: -34865.2023 eV
Net charge: +2

The geometry in XYZ format:
```
63
Properties=species:S:1:pos:R:3:mulliken_charge:R:1
Ag 0.185 2.809 1.110 0.7180
Nb -0.201 0.111 0.238 0.2604
O -3.917 -1.821 -1.006 -0.4397
N 0.166 2.031 -0.639 0.3328
N -1.428 -0.442 2.138 0.2562
N 0.640 -1.407 -0.782 1.1896
N -1.975 -0.378 -0.673 -0.3741
C 1.446 -0.069 4.238 -0.9596
C 0.658 0.344 3.157 1.1598
C -0.398 -1.536 -3.040 -1.5225
C 1.646 -1.956 0.168 -0.7227
C 1.543 1.715 -1.108 -0.7735
C -0.826 0.324 3.275 -0.6392
C -2.977 -1.122 -0.904 0.6915
C 2.828 -0.116 4.110 -0.6489
C -0.401 -3.483 -1.512 -1.2603
C -0.595 2.194 -3.024 -1.3661
C 1.239 0.747 1.935 0.6393
C -0.649 2.818 -1.632 0.4805
C -0.080 4.253 -1.681 -1.4498
C -2.094 2.821 -1.155 -1.4740
C 3.436 0.320 2.927 -0.7960
C -1.279 -1.899 2.415 -0.9534
C 1.735 -2.692 -2.607 -1.6631
C -2.878 -0.120 2.155 -1.1279
C 0.404 -2.268 -1.975 0.5264
C 2.657 0.789 1.857 -1.0322
H 2.281 2.288 -0.526 0.2009
H -3.012 0.945 1.932 0.3526
H 3.150 1.190 0.972 0.3265
H -0.600 -4.141 -2.370 0.4572
H -2.498 1.802 -1.102 0.1323
H -1.816 -2.136 3.350 0.4606
H 0.141 -4.052 -0.750 0.3346
H -2.191 3.284 -0.165 0.3291
H -1.335 2.691 -3.675 0.5038
H -3.258 -0.332 3.169 0.4269
H 0.947 -0.381 5.163 0.4393
H -0.060 4.699 -0.672 0.3102
H 3.435 -0.489 4.937 0.4444
H 2.674 -1.678 -0.120 0.3067
H -3.434 -0.726 1.436 0.3120
H -1.364 -3.158 -1.099 0.1765
H -0.227 -2.183 2.536 0.3378
H 2.323 -3.350 -1.959 0.3779
H 2.332 -1.810 -2.870 0.3716
H -1.725 -2.481 1.597 0.2623
H -0.733 4.868 -2.321 0.4386
H 1.534 -3.245 -3.536 0.4589
H -2.700 3.399 -1.864 0.5157
H -1.378 -1.225 -2.673 0.1870
H -0.840 1.124 -3.013 0.1043
H -1.263 1.338 3.270 0.3695
H 4.519 0.304 2.838 0.4628
H 0.940 4.259 -2.091 0.3473
H 1.483 -1.583 1.192 -0.0443
H 1.758 0.622 -1.002 0.2705
H -1.153 -0.161 4.214 0.5427
H 1.573 -3.056 0.219 0.4591
H 1.664 1.971 -2.178 0.5650
H 0.151 -0.673 -3.433 0.3427
H 0.378 2.334 -3.514 0.4783
H -0.579 -2.228 -3.879 0.5867
```

=====

A cluster of 2 separate species, C11H18N2O3S in total. Source: the Open Molecules 2025 dataset; level of theory: ωB97M-V with the def2-TZVPD basis set.

Relative energy (zero: lowest compared OMol25 entry of this formula, charge and spin): 135.4 kcal/mol

The geometry in XYZ format:
```
35
Properties=species:S:1:pos:R:3:mulliken_charge:R:1
S -2.347 -3.350 -4.296 -0.3494
O -5.328 -1.627 -1.590 -0.6369
O 1.466 0.847 -1.297 -0.3716
O -3.485 -0.489 -1.764 -0.5246
N -4.360 -1.492 -3.731 -0.3058
N 0.954 0.118 -0.448 0.7951
C 1.568 -1.494 1.358 -1.7610
C 0.941 1.550 2.116 -0.4945
C -1.221 -0.284 0.723 -1.6950
C -1.180 1.260 -1.130 -1.8506
C -0.315 0.757 0.029 1.4739
C -4.380 -1.192 -2.278 0.5131
C 1.994 -0.223 0.580 1.6681
C 2.228 0.945 1.556 -1.2207
C -0.027 1.922 0.994 -1.2419
C 3.340 -0.605 -0.058 -1.8045
C -3.422 -2.172 -4.074 0.4087
H 0.960 -2.158 0.742 0.3623
H -0.963 2.275 1.427 0.4011
H 3.813 0.230 -0.577 0.3901
H 1.183 2.444 2.696 0.4098
H -2.138 1.616 -0.759 0.4761
H 2.436 -2.076 1.669 0.4875
H -0.727 2.093 -1.672 0.3987
H -2.207 0.137 0.911 0.4668
H -1.382 0.454 -1.839 0.5151
H 0.392 2.770 0.439 0.3789
H 1.021 -1.270 2.272 0.3359
H 0.465 0.857 2.814 0.3266
H 2.858 0.607 2.380 0.3617
H -0.852 -0.612 1.693 0.3556
H 4.041 -0.926 0.711 0.4650
H 3.221 -1.428 -0.767 0.4583
H 2.788 1.741 1.050 0.4041
H -1.361 -1.164 0.094 0.4041
```

=====

A cluster of 4 separate species, C24H27NO14S in total. Source: the Open Molecules 2025 dataset; level of theory: ωB97M-V with the def2-TZVPD basis set.

E_tot: -66313.5716 eV

The geometry in XYZ format:
```
67
Properties=species:S:1:pos:R:3:mulliken_charge:R:1
S 1.598 1.772 -0.483 -0.2287
O -10.523 5.365 -2.936 -0.5734
O -6.065 -0.757 -2.818 -0.6252
O -10.168 5.272 -5.543 -0.6192
O 6.533 -0.519 -0.986 -0.6108
O 5.180 -5.766 6.051 -0.6236
O -2.183 2.212 -0.802 -0.5649
O 7.585 -1.599 3.870 -0.6636
O -6.728 1.080 -1.050 -0.5810
O 6.738 -6.214 3.977 -0.5780
O 1.834 -0.824 -0.194 -0.4311
O -9.625 0.759 -2.851 -0.6523
O -9.196 0.681 -5.449 -0.5654
O -1.525 0.403 -2.647 -0.6143
O 6.084 -1.160 5.988 -0.5936
N 4.493 -0.672 0.659 -0.1844
C -5.140 -0.091 -2.392 1.1311
C -5.448 0.970 -1.375 0.3650
C -10.215 4.194 -3.475 0.4416
C 5.663 -0.041 1.274 -0.1828
C 6.188 -2.409 5.553 0.3712
C -3.104 1.560 -1.254 0.9545
C -2.799 0.512 -2.290 0.4046
C 3.421 -0.875 1.621 -0.3537
C -9.657 2.971 -5.629 -0.9466
C 0.903 0.174 0.086 -0.3841
C -4.490 1.741 -0.845 -1.0562
C 7.248 -3.933 3.821 -1.0145
C -3.759 -0.259 -2.817 -0.9075
C -10.018 4.213 -4.964 0.9922
C 5.559 -3.439 6.132 -0.9263
C -10.088 3.070 -2.758 -1.0563
C -9.527 1.848 -4.912 0.3528
C -9.747 1.825 -3.427 1.0408
C 6.887 -0.062 0.300 0.5723
C 6.621 -4.964 4.402 0.3879
C 7.501 1.309 0.111 -1.3349
C 5.725 -4.781 5.593 1.0115
C 7.067 -2.591 4.349 1.0006
C 2.274 -1.560 0.929 -0.8873
H 7.892 -4.054 2.962 0.4561
H 6.292 -1.455 -0.935 0.3284
H 6.181 -6.758 4.569 0.3661
H 0.006 -0.021 -0.478 0.2752
H -10.228 3.044 -1.687 0.4408
H 7.771 1.425 -0.925 0.3572
H -9.503 2.998 -6.698 0.4226
H 0.644 0.237 1.132 0.3878
H 4.922 -3.319 6.997 0.4287
H 1.220 2.634 0.469 0.1311
H 5.444 1.003 1.494 0.2126
H 5.903 -0.533 2.206 -0.1828
H 3.775 -1.530 2.412 0.3863
H 8.376 1.421 0.731 0.2982
H 6.803 2.099 0.340 0.3614
H -7.205 0.400 -1.569 0.3203
H 7.615 -0.736 0.745 0.2133
H -9.168 0.036 -4.714 0.3599
H 1.470 -1.781 1.627 0.4601
H 6.635 -0.616 5.390 0.3612
H -1.017 1.066 -2.140 0.2825
H -3.551 -1.015 -3.561 0.4368
H 4.152 -0.025 -0.042 0.2014
H 3.085 0.059 2.084 0.2863
H -4.701 2.505 -0.112 0.4342
H -10.554 6.005 -3.675 0.3658
H 2.646 -2.504 0.558 0.3420
```

=====

An isolated molecule of C4H5NO2S. Source: the Open Molecules 2025 dataset; level of theory: ωB97M-V with the def2-TZVPD basis set.

Relative energy (zero: lowest compared OMol25 entry of this formula, charge and spin): 81.4 kcal/mol

The geometry in XYZ format:
```
13
Properties=species:S:1:pos:R:3:mulliken_charge:R:1
S -0.735 2.037 -0.441 -0.1806
O 0.771 -1.323 -0.642 -0.3637
O -2.498 -0.639 0.221 -0.3505
N -1.477 -1.393 -0.329 -0.5622
C -0.089 0.593 0.479 0.2008
C 1.784 -0.584 -0.183 -0.2048
C 1.427 0.512 0.478 -0.6505
C -0.369 -0.785 -0.196 0.5117
H 2.742 -0.984 -0.503 0.4265
H -3.321 -1.133 0.039 0.3609
H 0.122 1.890 -1.478 0.1457
H 2.092 1.176 1.031 0.3449
H -0.449 0.634 1.525 0.3218
```

=====

An isolated molecule of C4H5N3OS2. Source: the Open Molecules 2025 dataset; level of theory: ωB97M-V with the def2-TZVPD basis set.

Relative energy (zero: lowest compared OMol25 entry of this formula, charge and spin): 41.4 kcal/mol

The geometry in XYZ format:
```
15
Properties=species:S:1:pos:R:3:mulliken_charge:R:1
S 0.537 0.000 2.127 -0.0075
S -0.964 -0.465 -1.864 -0.1975
O -0.690 1.970 1.129 -0.6299
N 0.933 -1.685 0.211 -0.3917
N -1.874 2.142 -0.886 -0.5225
N -0.449 0.431 -0.529 -0.1089
C -1.026 1.532 0.044 0.6606
C 0.445 -0.545 0.548 0.4053
C 1.335 -1.493 2.461 -0.3122
C 1.396 -2.254 1.307 -0.6114
H -1.611 1.903 -1.838 0.2171
H 0.372 -0.870 -2.234 0.1981
H -1.877 3.133 -0.854 0.2848
H 1.621 -1.795 3.376 0.5025
H 1.758 -3.192 1.221 0.5131
```